1.
# C7H5F5O

A cluster of 2 separate species, C7H5F5O in total (the ωB97M-V functional and the def2-TZVPD basis, the OMol25 dataset).

Geometry as XYZ:
```
18
Properties=species:S:1:pos:R:3:nbo_charge:R:1
C 1.3237 -0.2098 -0.5383 -0.379
C 0.1962 -0.2762 0.1036 -0.198
C -0.7336 0.8963 -0.0016 -0.520
C -0.2624 2.0388 0.7691 0.237
F -0.9423 2.1845 1.9877 -0.346
C 0.6535 2.9329 0.5320 0.663
F 1.2562 2.8978 -0.6594 -0.314
F 0.9715 3.9848 1.2176 -0.275
H 2.0928 -1.0735 -0.6339 0.209
H 1.6780 0.7159 -0.9587 0.201
H -0.0707 -1.0897 0.7829 0.213
H -0.6981 1.1085 -1.0965 0.250
H -1.7796 0.7669 0.4068 0.255
O 2.2828 0.2129 2.8078 -0.405
C 1.2398 0.3437 3.3249 0.518
C 0.1031 0.2612 3.9832 0.470
F -0.5064 1.2123 4.6873 -0.285
F -0.6304 -0.8104 3.7507 -0.295
```

Properties
E_HOMO: -9.14 eV
total charge: 0
ΔE to the lowest compared entry with this formula, charge and spin: 204.08 kJ/mol
SMILES: C=CCC(F)=C(F)F.O=C=C(F)F
largest force on an atom: 0.0756 Eh/bohr
HOMO-LUMO gap: 0.3298 Eh
E_tot: -22970.0823 eV

***

2.
# C4H9INO

A cluster of 2 separate species, C4H9INO in total (the ωB97M-V functional and the def2-TZVPD basis, the OMol25 dataset).

Geometry as XYZ:
```
16
Properties=species:S:1:pos:R:3:nbo_charge:R:1
C -0.8056 0.6931 -0.1901 0.841
C -2.6380 -0.9304 0.3138 -0.618
C 2.6019 0.2046 -0.1045 -0.437
C -1.1494 -0.6281 0.3427 -0.431
N 1.6650 1.0885 -0.8537 -0.811
O -1.1679 1.6838 -0.6727 -0.323
I -0.7519 0.1518 2.4258 0.292
H -2.8889 -1.5187 -0.4520 0.244
H -3.2630 -0.1490 0.1524 0.243
H -2.8991 -1.5562 1.1822 0.259
H 3.6754 0.1424 -0.4771 0.217
H 2.5459 0.3922 0.9055 0.208
H 2.4338 -0.9290 -0.1347 0.209
H -0.5894 -1.5452 0.1667 0.316
H 1.6859 2.0810 -0.7713 0.401
H 1.5453 0.8192 -1.8333 0.389
```

Properties
E_HOMO: -13.83 eV
total charge: +1
ΔE to the lowest compared entry with this formula, charge and spin: 226.95 kJ/mol
largest force on an atom: 0.0848 Eh/bohr
HOMO-LUMO gap: 0.3130 Eh
E_tot: -15922.5916 eV

***

Look up the E_HOMO of the first one.
-9.14 eV

***

The lowest largest force on an atom belongs to which entry?
C7H5F5O

***

What is the E_tot in the second record?
-15922.5916 eV

***

Which formula does entry 1 have?
C7H5F5O